(1)
The following is a DFT calculation (ωB97M-V/def2-TZVPD) of 2 unconnected molecules or ions with the total composition C11H18Br2ClFN2O2 in a non-equilibrium geometry.

CARTESIAN COORDINATES (ANGSTROEM)
C -0.75 -0.51 -2.95
C -0.60 -1.72 -2.07
F 0.01 -2.72 -2.79
O 0.25 -1.51 -0.95
C 0.17 -0.27 -0.37
O 1.02 0.60 -0.60
N -0.93 -0.08 0.44
C -0.91 1.16 1.22
C -1.29 2.38 0.36
C -2.31 3.26 1.04
Cl -1.73 3.82 2.63
C -1.52 -1.24 1.06
Br -3.47 -0.90 1.16
C -0.90 -1.71 2.40
C 0.62 -1.56 2.43
Br -1.67 -0.97 4.05
H -1.24 -0.83 -3.87
H -1.38 0.25 -2.50
H 0.23 -0.12 -3.20
H -1.55 -2.12 -1.73
H -1.61 1.09 2.04
H 0.08 1.34 1.63
H -1.75 2.02 -0.55
H -0.41 2.96 0.12
H -3.26 2.75 1.16
H -2.49 4.16 0.45
H -1.49 -2.08 0.40
H -1.13 -2.76 2.47
H 0.98 -0.68 1.93
H 1.07 -2.46 2.02
H 0.94 -1.50 3.46
C 4.02 -0.09 -1.75
C 5.45 0.14 -1.94
N 6.57 0.32 -2.09
H 3.66 0.48 -0.89
H 3.47 0.23 -2.63
H 3.83 -1.15 -1.58

- HOMO-LUMO gap: 10.5 eV
- 2S+1: 1
- Structure (SMILES): C[C@@H](F)OC(=O)N(CCCCl)[C@H](Br)[C@@H](C)Br.CC#N
- Relative energy (zero: lowest compared OMol25 entry of this formula, charge and spin): 0.0 kcal/mol
- Net charge: 0
- HOMO level: -0.37939 Ha

Löwdin population analysis, charges in e, atoms 1 to 6: atom 1 (C): 0.013, atom 2 (C): -0.383, atom 3 (F): 0.038, atom 4 (O): 0.036, atom 5 (C): -0.518, atom 6 (O): 0.114



(2)
The following is a DFT calculation (ωB97M-V/def2-TZVPD) of a molecular structure, C11H18BrCuN3OS in a non-equilibrium geometry.

CARTESIAN COORDINATES (ANGSTROEM)
Cu 0.03 -0.30 -0.37
C 1.83 0.57 -2.26
C 2.39 1.23 -1.03
N 1.79 0.64 0.15
C 1.43 1.60 1.23
C 0.33 2.53 0.75
S -1.21 1.67 0.34
C -1.52 2.04 -1.47
C -0.26 1.97 -2.30
N 0.34 0.63 -2.23
H 2.17 -0.44 -2.37
H 2.12 1.19 -3.13
H 2.25 2.33 -1.09
H 3.49 1.11 -0.99
H 2.43 0.00 0.58
H 2.25 2.29 1.42
H 1.15 1.08 2.14
H 0.53 3.19 -0.13
H 0.07 3.22 1.50
H -2.02 3.00 -1.55
H -2.27 1.33 -1.82
H 0.44 2.76 -2.10
H -0.53 2.18 -3.37
H -0.04 -0.01 -2.93
O -2.86 -4.27 2.94
C -2.04 -3.54 2.22
C -0.89 -3.02 2.83
C -0.09 -2.18 2.11
N -0.37 -1.85 0.84
C -1.42 -2.41 0.27
Br -1.67 -2.01 -1.57
C -2.32 -3.21 0.90
H -2.53 -4.54 3.78
H -0.70 -3.36 3.82
H 0.82 -1.76 2.54
H -3.12 -3.63 0.31

- HOMO-LUMO gap (spin up / spin down): 10.3 / 7.3 eV
- 2S+1: 2
- Relative energy (zero: lowest compared OMol25 entry of this formula, charge and spin): 0.0 kcal/mol
- Net charge: +2
- ⟨S²⟩: 0.753
- HOMO level (spin up / spin down): -0.59195 / -0.58945 Ha

Löwdin population analysis, charges in e, atoms 1 to 6: atom 1 (Cu): 0.391, atom 2 (C): -0.143, atom 3 (C): -0.172, atom 4 (N): -0.101, atom 5 (C): -0.195, atom 6 (C): -0.409



(3)
The following is a DFT calculation (ωB97M-V/def2-TZVPD) of a molecular structure, C11H18Cl2DyN2S in a non-equilibrium geometry.

CARTESIAN COORDINATES (ANGSTROEM)
Dy 0.88 -0.44 -0.18
Cl 0.79 -2.89 -0.63
Cl 2.09 1.37 1.16
C 2.33 0.04 -1.61
H 2.85 1.00 -1.59
H 2.79 -0.72 -2.24
C -0.31 0.93 -1.63
C 0.75 0.36 -2.33
H -0.06 1.68 -0.85
C 0.37 -0.84 -3.26
H 1.11 1.13 -3.04
C -0.81 -0.43 -4.14
H 1.26 -1.16 -3.84
H 0.07 -1.70 -2.62
C -2.01 -0.07 -3.29
H -0.49 0.42 -4.77
H -1.05 -1.24 -4.83
C -1.72 0.88 -2.08
H -2.78 0.40 -3.91
H -2.43 -1.00 -2.90
H -2.05 1.90 -2.36
H -2.38 0.60 -1.24
C 0.16 -1.87 4.16
N 0.14 -0.41 4.06
C 0.60 0.46 5.03
C 0.35 1.72 4.58
N -0.28 1.59 3.35
C -0.42 0.27 3.02
S -1.31 -0.42 1.74
H -0.85 -2.26 4.33
H 0.54 -2.30 3.23
H 0.81 -2.14 4.99
H 1.05 0.11 5.94
H 0.55 2.68 5.02
H -0.54 2.34 2.73

- HOMO-LUMO gap (spin up / spin down): 5.4 / 5.2 eV
- 2S+1: 6
- Relative energy (zero: lowest compared OMol25 entry of this formula, charge and spin): 25.0 kcal/mol
- Net charge: -1
- ⟨S²⟩: 9.229
- HOMO level (spin up / spin down): -0.09998 / -0.08959 Ha

Löwdin population analysis, charges in e, atoms 1 to 6: atom 1 (Dy): 0.524, atom 2 (Cl): -0.203, atom 3 (Cl): -0.177, atom 4 (C): -0.329, atom 5 (H): 0.000, atom 6 (H): 0.009



(4)
The following is a DFT calculation (ωB97M-V/def2-TZVPD) of a molecular structure, C11H18Cl2FeN2S in a non-equilibrium geometry.

CARTESIAN COORDINATES (ANGSTROEM)
Fe 0.75 1.33 -0.17
Cl 1.57 3.00 -1.30
Cl -0.38 2.01 1.64
C 1.55 -0.36 0.82
H 2.32 -0.70 0.14
H 1.91 0.06 1.76
C -0.75 0.41 -1.54
C 0.44 -0.30 -1.78
H -1.42 0.08 -0.75
C 1.27 -0.16 -3.02
H 0.60 -1.24 -1.24
C 0.97 1.11 -3.84
H 2.35 -0.20 -2.79
H 1.08 -1.04 -3.67
C -0.51 1.50 -3.89
H 1.53 1.96 -3.40
H 1.37 0.99 -4.87
C -1.40 1.19 -2.65
H -0.60 2.56 -4.15
H -0.95 0.96 -4.75
H -1.83 2.12 -2.26
H -2.26 0.60 -3.03
C 0.82 -2.14 4.16
N -0.39 -1.57 3.62
C -1.34 -0.87 4.37
C -2.15 -0.25 3.49
N -1.73 -0.61 2.20
C -0.60 -1.36 2.31
S 0.55 -1.83 1.13
H 0.98 -3.17 3.81
H 1.67 -1.52 3.88
H 0.73 -2.13 5.25
H -1.25 -0.82 5.44
H -2.92 0.46 3.69
H -1.96 -0.08 1.36

- HOMO-LUMO gap (spin up / spin down): 4.2 / 7.1 eV
- 2S+1: 6
- Relative energy (zero: lowest compared OMol25 entry of this formula, charge and spin): 0.0 kcal/mol
- Net charge: -1
- ⟨S²⟩: 8.801
- HOMO level (spin up / spin down): -0.03787 / -0.14909 Ha

Löwdin population analysis, charges in e, atoms 1 to 6: atom 1 (Fe): 0.037, atom 2 (Cl): 0.015, atom 3 (Cl): -0.016, atom 4 (C): -0.620, atom 5 (H): -0.021, atom 6 (H): -0.029



(5)
The following is a DFT calculation (ωB97M-V/def2-TZVPD) of a molecular structure, C11H18Cl2N2NdO2P in a non-equilibrium geometry.

CARTESIAN COORDINATES (ANGSTROEM)
C 2.97 -3.99 -4.35
C 2.49 -2.78 -3.62
H 3.66 -4.57 -3.72
H 3.48 -3.69 -5.27
H 2.11 -4.62 -4.61
O 2.79 -2.43 -2.47
Cl 1.37 -1.81 -4.58
Nd 0.22 0.18 -0.33
P -1.76 -1.73 0.44
C -1.82 -2.26 2.14
C -3.35 -1.05 -0.04
H -1.37 -2.83 -1.67
H -2.27 -3.82 -0.46
H -0.48 -3.62 -0.33
C -1.43 -3.14 -0.62
H -3.32 -0.70 -1.08
H -4.06 -1.87 0.08
H -2.63 -3.00 2.16
H -2.04 -1.40 2.78
H -3.61 -0.21 0.62
H -0.86 -2.69 2.42
C 0.63 -0.01 2.02
O 0.98 0.04 3.10
Cl -0.85 -0.03 -2.61
N -0.06 6.50 0.89
C -0.09 5.15 0.67
C 0.76 4.57 -0.28
C 0.73 3.19 -0.46
N -0.13 2.39 0.26
C -0.97 2.96 1.20
C -0.97 4.33 1.40
H 0.57 7.10 0.39
H -0.65 6.94 1.57
H 1.45 5.16 -0.87
H 1.39 2.68 -1.18
H -1.61 2.28 1.75
H -1.64 4.74 2.15

- HOMO-LUMO gap (spin up / spin down): 7.3 / 7.4 eV
- 2S+1: 4
- Relative energy (zero: lowest compared OMol25 entry of this formula, charge and spin): 0.0 kcal/mol
- Net charge: +2
- ⟨S²⟩: 3.755
- HOMO level (spin up / spin down): -0.56623 / -0.56683 Ha

Löwdin population analysis, charges in e, atoms 1 to 6: atom 1 (C): -0.074, atom 2 (C): -0.817, atom 3 (H): 0.097, atom 4 (H): 0.101, atom 5 (H): 0.098, atom 6 (O): -0.030



(6)
The following is a DFT calculation (ωB97M-V/def2-TZVPD) of a molecular structure, C11H18Cl2N2O2PPm in a non-equilibrium geometry.

CARTESIAN COORDINATES (ANGSTROEM)
C -1.62 2.41 -0.97
C -0.30 1.86 -0.77
H -1.56 3.31 -1.59
H -2.09 2.67 0.01
H -2.28 1.66 -1.46
O 0.81 2.26 -0.84
Cl -2.79 -0.38 0.80
Pm -0.27 -1.02 0.48
P -0.52 -1.14 -2.34
C 0.88 -1.36 -3.48
C -1.20 -2.86 -2.35
H -2.71 -0.29 -2.89
H -1.86 -0.90 -4.34
H -1.44 0.69 -3.64
C -1.75 -0.33 -3.41
H -1.92 -3.02 -1.53
H -1.71 -3.01 -3.31
H 0.53 -1.75 -4.45
H 1.60 -2.05 -3.05
H -0.40 -3.60 -2.22
H 1.39 -0.40 -3.63
C 2.03 -0.31 -0.55
O 3.10 -0.16 -0.93
Cl 0.62 -3.36 0.90
N -0.86 1.94 2.71
C 0.27 1.28 3.11
C 0.91 1.58 4.33
C 2.03 0.84 4.69
C 2.54 -0.12 3.81
C 1.90 -0.34 2.60
N 0.75 0.31 2.26
H -1.54 1.48 2.10
H -1.24 2.59 3.38
H 0.45 2.31 5.00
H 2.51 0.99 5.66
H 3.42 -0.72 4.05
H 2.28 -1.07 1.88

- HOMO-LUMO gap (spin up / spin down): 4.1 / 4.1 eV
- 2S+1: 5
- Net charge: +2
- ⟨S²⟩: 6.006
- HOMO level (spin up / spin down): -0.55422 / -0.55421 Ha

Löwdin population analysis, charges in e, atoms 1 to 6: atom 1 (C): 0.015, atom 2 (C): -0.074, atom 3 (H): 0.158, atom 4 (H): 0.129, atom 5 (H): 0.087, atom 6 (O): 0.298



(7)
The following is a DFT calculation (ωB97M-V/def2-TZVPD) of a molecular structure, C11H18ClRhSn in a non-equilibrium geometry.

CARTESIAN COORDINATES (ANGSTROEM)
Rh 0.50 -0.85 -0.09
Cl 1.14 -3.09 0.09
C 1.89 0.28 -0.95
H 1.88 1.25 -0.42
H 1.55 0.36 -2.00
H 2.87 -0.22 -0.86
Sn -2.69 -0.54 -1.99
C -3.57 -1.88 -0.51
C -1.77 -1.97 -3.33
C -1.05 0.44 -0.86
H -1.47 -1.41 -4.22
H -0.90 -2.42 -2.83
H -2.52 -2.73 -3.57
H -4.23 -1.27 0.12
H -4.14 -2.65 -1.05
H -2.75 -2.33 0.08
H -0.59 1.18 -1.54
H -1.49 0.93 0.03
C 0.82 -0.53 1.90
C 1.59 0.69 2.30
C 0.88 1.88 2.52
C 1.57 3.03 2.93
C 2.96 2.99 3.12
C 3.66 1.81 2.86
C 2.98 0.66 2.44
H 1.35 -1.46 2.15
H -0.21 -0.55 2.31
H -0.20 1.90 2.33
H 1.01 3.95 3.11
H 3.48 3.88 3.49
H 4.74 1.78 2.99
H 3.52 -0.25 2.18

- HOMO-LUMO gap (spin up / spin down): 4.0 / 4.7 eV
- 2S+1: 5
- Relative energy (zero: lowest compared OMol25 entry of this formula, charge and spin): 0.0 kcal/mol
- Net charge: -2
- ⟨S²⟩: 6.021
- HOMO level (spin up / spin down): 0.04838 / 0.02023 Ha

Löwdin population analysis, charges in e, atoms 1 to 6: atom 1 (Rh): 0.688, atom 2 (Cl): -0.298, atom 3 (C): -0.367, atom 4 (H): -0.023, atom 5 (H): -0.039, atom 6 (H): -0.035